The following is a DFT calculation (ωB97M-V/def2-TZVPD) of a cluster of 2 separate species, C22H33F3N2O in total in a non-equilibrium geometry.

The calculation puts the HOMO-LUMO gap at 6.78 eV. The value obtained for the strongest force on any atom is 3.6 eV Å⁻¹. Its multiplicity is 1. As for the energy relative to the best compared isomer or geometry (same formula, charge and spin): 0.483 eV. The total charge is 0.

Each line ends with the Mulliken charge.
Geometry (Å):
C  3.047  -0.203  -1.781  -0.58
C  4.552  -0.190  -1.813  -0.78
N  5.044  1.222  -1.846  -0.24
C  4.497  1.901  -3.059  -0.81
C  2.993  1.904  -3.001  -0.66
N  2.482  1.192  -1.777  0.06
C  3.050  1.904  -0.579  -0.67
C  4.556  1.934  -0.619  -0.78
H  2.628  -0.700  -2.660  0.34
H  2.667  -0.694  -0.877  0.40
H  4.967  -0.666  -0.917  0.30
H  4.928  -0.697  -2.711  0.33
H  4.885  2.926  -3.077  0.29
H  4.849  1.359  -3.945  0.33
H  2.597  2.923  -2.947  0.46
H  2.549  1.390  -3.858  0.42
H  2.636  2.917  -0.597  0.47
H  2.678  1.376  0.305  0.46
H  4.983  1.425  0.253  0.33
H  4.927  2.964  -0.659  0.28
C  -4.001  1.064  3.149  -1.71
C  -2.565  1.424  2.748  2.02
C  -2.526  2.916  2.434  -1.98
C  -1.650  1.157  3.948  -1.65
C  -2.072  0.585  1.543  0.03
C  -1.458  1.149  0.456  -1.09
C  -0.967  0.378  -0.654  0.18
C  -0.215  1.018  -1.665  -0.74
C  -0.339  0.658  -3.060  0.80
F  0.129  1.652  -3.909  -0.30
F  0.358  -0.498  -3.423  -0.25
F  -1.649  0.418  -3.456  -0.29
C  -1.258  -1.033  -0.661  -0.43
C  -1.755  -1.681  0.435  -0.57
C  -1.829  -3.226  0.508  2.00
C  -0.861  -3.731  1.584  -1.63
C  -1.437  -3.866  -0.823  -2.07
C  -3.238  -3.707  0.871  -1.72
C  -2.147  -0.887  1.617  1.68
O  -2.519  -1.456  2.674  -0.77
H  -4.070  0.000  3.391  0.34
H  -4.286  1.652  4.033  0.45
H  -4.692  1.300  2.332  0.37
H  -1.508  3.238  2.193  0.34
H  -3.194  3.149  1.598  0.42
H  -2.863  3.483  3.310  0.41
H  -0.620  1.442  3.700  0.31
H  -1.983  1.743  4.814  0.45
H  -1.678  0.092  4.199  0.38
H  -1.345  2.234  0.358  0.53
H  0.366  1.904  -1.467  0.38
H  -1.009  -1.590  -1.567  0.63
H  -1.148  -3.318  2.555  0.36
H  -0.896  -4.826  1.633  0.46
H  0.162  -3.416  1.342  0.30
H  -2.121  -3.557  -1.623  0.42
H  -0.407  -3.609  -1.098  0.37
H  -1.496  -4.958  -0.729  0.42
H  -3.953  -3.393  0.102  0.36
H  -3.238  -4.803  0.935  0.46
H  -3.533  -3.292  1.839  0.34



The following is a DFT calculation (ωB97M-V/def2-TZVPD) of a cluster of 5 separate species, C22H33FN4 in total in a non-equilibrium geometry.

The calculation puts the HOMO-LUMO gap at 9.88 eV. The value obtained for the strongest force on any atom is 8.4 eV Å⁻¹. Its multiplicity is 1. As for the energy relative to the best compared isomer or geometry (same formula, charge and spin): 10.023 eV. The total charge is 0.

Each line ends with the Mulliken charge.
Geometry (Å):
C  12.110  -13.599  0.729  -1.39
C  10.661  -13.992  0.423  -0.71
C  10.009  -12.841  -0.350  1.50
C  8.611  -13.123  -0.678  0.07
N  7.556  -13.369  -0.927  -0.61
H  12.196  -12.821  1.487  0.35
H  12.575  -13.077  -0.106  0.40
H  12.721  -14.421  1.104  0.38
H  10.286  -14.231  1.418  0.54
H  10.687  -14.891  -0.191  0.36
H  10.575  -12.501  -1.217  -1.35
H  9.900  -12.000  0.335  0.60
C  8.266  -15.029  -3.162  -1.14
C  9.184  -14.964  -4.378  -0.12
C  10.634  -15.202  -4.037  -1.04
C  11.292  -14.446  -2.985  0.58
N  11.799  -13.918  -2.078  -0.40
H  8.299  -14.069  -2.647  0.42
H  8.520  -15.833  -2.472  0.46
H  7.240  -15.006  -3.531  0.36
H  9.105  -13.957  -4.786  0.46
H  8.983  -15.665  -5.188  0.36
H  11.299  -15.176  -4.900  0.41
H  10.732  -16.202  -3.615  0.38
C  12.621  -8.235  -0.094  -1.26
C  12.695  -9.529  -0.906  -0.66
C  12.021  -10.733  -0.127  0.19
C  12.871  -11.185  0.952  0.44
N  13.541  -11.507  1.839  -0.68
H  13.244  -7.425  -0.472  0.41
H  12.931  -8.438  0.932  0.31
H  11.594  -7.868  -0.083  0.30
H  13.715  -9.798  -1.181  0.46
H  12.176  -9.409  -1.857  0.31
H  11.980  -11.566  -0.829  -0.10
H  11.022  -10.424  0.178  0.35
C  5.676  -12.877  -0.177  -1.00
C  5.805  -11.499  -0.936  -1.05
C  6.796  -11.506  -2.137  1.46
C  6.434  -12.458  -3.214  0.44
N  6.152  -13.221  -4.031  -0.81
H  6.568  -13.086  0.413  0.17
H  5.574  -13.610  -0.977  0.22
H  4.795  -12.911  0.464  0.47
H  6.303  -10.869  -0.199  0.38
H  4.858  -11.068  -1.263  0.46
H  7.812  -11.807  -1.885  -1.28
H  6.763  -10.512  -2.583  0.32
F  10.474  -10.382  -1.166  -0.19
C  9.724  -10.633  -2.285  0.30
C  9.087  -9.582  -2.949  -1.10
C  8.364  -9.792  -4.118  -1.08
C  8.063  -11.083  -4.449  -0.13
C  8.589  -12.143  -3.771  0.24
C  9.470  -11.914  -2.717  0.41
H  9.202  -8.573  -2.580  0.49
H  8.005  -8.955  -4.699  0.36
H  7.373  -11.307  -5.249  0.41
H  8.491  -13.161  -4.117  -0.33
H  9.951  -12.695  -2.146  -0.06



The following is a DFT calculation (ωB97M-V/def2-TZVPD) of a structure of composition C22H33MoO in a non-equilibrium geometry.

The expectation value of S² is 2.0557. The calculation puts the HOMO-LUMO gap (alpha / beta) at 5.55 / 5.04 eV. The value obtained for the strongest force on any atom is 4.3 eV Å⁻¹. Its multiplicity is 3. The total charge is +1.

Each line ends with the Mulliken charge.
Geometry (Å):
C  0.886  -2.275  0.922  1.03
C  1.770  -1.442  0.136  0.45
C  1.443  -1.637  -1.259  0.39
C  0.314  -2.530  -1.336  0.61
C  -0.019  -2.940  0.014  0.64
Mo  -0.310  -0.790  -0.136  -0.41
C  -1.781  1.790  0.201  1.84
C  -1.522  0.993  1.416  -0.41
H  -1.182  1.515  2.323  0.23
C  -1.821  -0.383  1.545  -1.32
H  -2.741  -0.849  1.143  0.29
H  -1.430  -0.952  2.415  0.33
C  -2.433  3.169  0.346  -1.67
H  -1.756  3.812  0.924  0.39
H  -2.550  3.538  -0.693  0.42
H  -3.444  3.323  0.806  0.32
C  -2.429  0.920  -0.860  -1.55
H  -1.848  -0.042  -1.209  0.63
H  -3.454  0.384  -0.635  0.33
H  -2.551  1.615  -1.754  0.40
C  2.825  -0.527  0.674  -1.23
H  2.407  0.078  1.498  0.06
H  3.681  -1.087  1.087  0.35
H  3.198  0.149  -0.109  0.32
C  2.181  -1.032  -2.414  -1.35
H  2.492  -0.005  -2.178  0.37
H  3.080  -1.608  -2.693  0.28
H  1.531  -0.987  -3.296  0.34
C  -0.388  -2.944  -2.584  -1.45
H  -0.365  -2.143  -3.332  0.31
H  0.054  -3.844  -3.028  0.35
H  -1.439  -3.149  -2.366  0.32
C  -1.113  -3.870  0.374  -1.86
H  -1.988  -3.722  -0.268  0.37
H  -0.793  -4.908  0.252  0.34
H  -1.414  -3.731  1.411  0.39
C  0.959  -2.421  2.393  -1.26
H  0.112  -3.006  2.759  0.34
H  1.876  -2.954  2.674  0.35
H  0.991  -1.439  2.886  0.02
C  0.040  1.115  -1.474  0.16
C  -0.249  2.212  -0.611  2.18
C  0.127  1.307  -2.841  -0.98
C  0.161  3.514  -1.127  -0.66
H  0.288  1.856  0.337  -0.26
C  0.303  2.593  -3.361  -0.57
H  0.048  0.473  -3.541  0.31
C  0.423  3.699  -2.487  -0.72
H  0.068  4.404  -0.466  0.38
H  0.427  2.711  -4.424  0.51
H  0.560  4.734  -2.908  0.36
C  1.016  1.015  4.429  -0.70
O  1.235  1.358  3.038  -0.35
H  0.562  0.009  4.436  0.23
H  0.302  1.721  4.909  0.29
H  1.962  0.995  5.016  0.30
H  1.701  2.214  3.025  0.24



The following is a DFT calculation (ωB97M-V/def2-TZVPD) of an isolated molecule of C22H33N3O3.

The calculation puts the HOMO-LUMO gap at 9.23 eV. The value obtained for the strongest force on any atom is 0.6 eV Å⁻¹. Its multiplicity is 1. As for the energy relative to the best compared isomer or geometry (same formula, charge and spin): 0.419 eV. The total charge is 0.

Each line ends with the Mulliken charge.
Geometry (Å):
C  2.939  -1.787  -4.266  -0.73
H  3.775  -2.298  -3.794  0.23
O  1.789  -2.164  -3.551  -0.33
C  0.583  -1.630  -4.054  -0.67
C  0.295  -0.188  -3.603  -0.85
N  -0.249  -0.119  -2.260  0.27
C  -1.543  0.239  -2.113  0.86
O  -2.261  0.443  -3.085  -0.86
C  -2.044  0.414  -0.691  0.03
H  -1.884  -0.504  -0.122  0.31
H  -1.454  1.205  -0.227  0.26
C  -3.527  0.790  -0.623  -1.01
C  -4.395  -0.447  -0.814  0.36
O  -4.840  -1.088  0.115  -0.65
N  -4.615  -0.753  -2.106  -0.36
H  -5.104  -1.605  -2.329  0.23
H  -4.061  -0.295  -2.818  0.25
H  -3.741  1.207  0.361  0.27
H  -3.756  1.528  -1.393  0.44
C  0.661  -0.458  -1.183  -1.72
H  1.376  -1.169  -1.595  0.43
H  0.122  -0.972  -0.388  0.45
C  1.403  0.760  -0.593  0.70
C  2.913  0.703  -0.850  -1.43
C  3.558  -0.419  -0.040  -0.61
C  3.192  -0.295  1.438  -0.87
N  1.751  -0.309  1.567  0.28
C  1.184  0.855  0.923  -0.55
H  1.648  1.792  1.282  0.45
H  0.121  0.904  1.151  -0.42
C  1.236  -0.618  2.888  -0.30
C  1.129  0.584  3.862  -1.63
C  -0.302  1.019  3.744  1.25
C  -0.881  2.207  4.142  -1.02
C  -2.239  2.395  3.920  -0.59
C  -2.997  1.411  3.310  -0.64
C  -2.417  0.215  2.909  -0.80
C  -1.067  0.029  3.129  0.93
C  -0.211  -1.151  2.784  -1.47
H  -0.371  -1.952  3.511  0.41
H  -0.413  -1.557  1.794  0.28
H  -3.015  -0.546  2.429  0.54
H  -4.052  1.571  3.144  0.51
H  -2.706  3.321  4.224  0.41
H  -0.290  2.978  4.616  0.46
H  1.336  0.257  4.884  0.38
H  1.836  1.377  3.618  0.43
H  1.896  -1.388  3.297  0.90
H  3.636  0.631  1.849  0.33
H  3.608  -1.142  1.988  0.47
H  4.643  -0.383  -0.153  0.49
H  3.210  -1.386  -0.404  0.29
H  3.355  1.658  -0.555  0.54
H  3.115  0.558  -1.913  0.26
H  1.000  1.667  -1.057  0.62
H  -0.449  0.249  -4.271  0.47
H  1.211  0.409  -3.646  0.32
H  0.586  -1.670  -5.151  0.37
H  -0.209  -2.285  -3.681  0.38
H  2.869  -2.095  -5.316  0.35
H  3.114  -0.705  -4.232  0.29



> What is the formula in the first record?

C22H33F3N2O



> Look up the strongest force on any atom of the second one.

8.4 eV Å⁻¹



Copy entry 3 word for word.
The following is a DFT calculation (ωB97M-V/def2-TZVPD) of a structure of composition C22H33MoO in a non-equilibrium geometry.

The expectation value of S² is 2.0557. The calculation puts the HOMO-LUMO gap (alpha / beta) at 5.55 / 5.04 eV. The value obtained for the strongest force on any atom is 4.3 eV Å⁻¹. Its multiplicity is 3. The total charge is +1.

Each line ends with the Mulliken charge.
Geometry (Å):
C  0.886  -2.275  0.922  1.03
C  1.770  -1.442  0.136  0.45
C  1.443  -1.637  -1.259  0.39
C  0.314  -2.530  -1.336  0.61
C  -0.019  -2.940  0.014  0.64
Mo  -0.310  -0.790  -0.136  -0.41
C  -1.781  1.790  0.201  1.84
C  -1.522  0.993  1.416  -0.41
H  -1.182  1.515  2.323  0.23
C  -1.821  -0.383  1.545  -1.32
H  -2.741  -0.849  1.143  0.29
H  -1.430  -0.952  2.415  0.33
C  -2.433  3.169  0.346  -1.67
H  -1.756  3.812  0.924  0.39
H  -2.550  3.538  -0.693  0.42
H  -3.444  3.323  0.806  0.32
C  -2.429  0.920  -0.860  -1.55
H  -1.848  -0.042  -1.209  0.63
H  -3.454  0.384  -0.635  0.33
H  -2.551  1.615  -1.754  0.40
C  2.825  -0.527  0.674  -1.23
H  2.407  0.078  1.498  0.06
H  3.681  -1.087  1.087  0.35
H  3.198  0.149  -0.109  0.32
C  2.181  -1.032  -2.414  -1.35
H  2.492  -0.005  -2.178  0.37
H  3.080  -1.608  -2.693  0.28
H  1.531  -0.987  -3.296  0.34
C  -0.388  -2.944  -2.584  -1.45
H  -0.365  -2.143  -3.332  0.31
H  0.054  -3.844  -3.028  0.35
H  -1.439  -3.149  -2.366  0.32
C  -1.113  -3.870  0.374  -1.86
H  -1.988  -3.722  -0.268  0.37
H  -0.793  -4.908  0.252  0.34
H  -1.414  -3.731  1.411  0.39
C  0.959  -2.421  2.393  -1.26
H  0.112  -3.006  2.759  0.34
H  1.876  -2.954  2.674  0.35
H  0.991  -1.439  2.886  0.02
C  0.040  1.115  -1.474  0.16
C  -0.249  2.212  -0.611  2.18
C  0.127  1.307  -2.841  -0.98
C  0.161  3.514  -1.127  -0.66
H  0.288  1.856  0.337  -0.26
C  0.303  2.593  -3.361  -0.57
H  0.048  0.473  -3.541  0.31
C  0.423  3.699  -2.487  -0.72
H  0.068  4.404  -0.466  0.38
H  0.427  2.711  -4.424  0.51
H  0.560  4.734  -2.908  0.36
C  1.016  1.015  4.429  -0.70
O  1.235  1.358  3.038  -0.35
H  0.562  0.009  4.436  0.23
H  0.302  1.721  4.909  0.29
H  1.962  0.995  5.016  0.30
H  1.701  2.214  3.025  0.24